{
  "formula": "C6H10N3O2S",
  "method": "ωB97M-V/def2-TZVPD",
  "symbols": ["C", "C", "C", "C", "C", "C", "N", "N", "N", "O", "O", "S", "H", "H", "H", "H", "H", "H", "H", "H", "H", "H"],
  "positions_angstrom": [[1.7556, -1.6642, 0.0302], [0.9132, -2.6472, -0.2949], [-1.2182, 0.7484, -0.7308], [-0.0125, -0.3576, -1.1342], [1.1618, -0.2848, -0.1367], [0.9048, 0.2905, 1.2914], [-0.9695, 2.0169, -0.7923], [2.2662, 0.6591, -0.6587], [-2.3592, 0.2183, -0.3928], [3.3674, 0.4087, -0.3628], [1.8074, 1.5523, -1.2750], [-0.6044, -2.1635, -1.0871], [2.7269, -1.6218, 0.4019], [0.9934, -3.6608, -0.2605], [0.3737, -0.2123, -2.0910], [0.1110, 1.0543, 1.1725], [1.8944, 0.8192, 1.6482], [0.6993, -0.6335, 1.8593], [0.0241, 2.1847, -1.0899], [-1.6015, 2.7764, -0.5291], [-2.2144, -0.7736, -0.2081], [-3.2375, 0.6937, -0.2981]],
  "forces_ev_per_a": [[-2.407, 0.082, -1.091], [-0.028, 3.033, -0.371], [1.139, -2.002, -1.028], [-1.959, 0.374, 3.029], [1.039, -0.317, 0.702], [1.302, 0.527, -0.627], [1.852, 0.609, -0.789], [-2.902, -3.375, 0.956], [0.804, -0.866, 0.019], [2.745, 0.341, 0.208], [-0.171, 3.650, -2.160], [0.452, 1.512, 0.274], [1.416, -0.850, 0.752], [0.713, -2.655, 0.369], [0.132, 0.729, -1.736], [0.407, -0.609, 0.976], [-2.089, -1.228, -0.375], [-0.359, 1.096, 0.460], [-1.189, 0.495, 0.328], [0.303, -0.517, -0.181], [-1.057, -0.146, 0.000], [-0.143, 0.116, 0.284]],
  "fmax_ev_per_a": 4.55,
  "homo_ev": -12.76,
  "e_tot_ev": -25774.44934,
  "charge": 1,
  "smiles": "C[C@@]1([N+](=O)[O-])C=CS[C@H]1C(N)=[NH2+]"
}

{
  "formula": "C3H4NdO2",
  "method": "ωB97M-V/def2-TZVPD",
  "symbols": ["H", "O", "O", "C", "C", "C", "H", "H", "H", "Nd"],
  "positions_angstrom": [[-1.8880, -3.5951, 0.3604], [0.1090, 1.0970, -1.0761], [-0.5971, -0.6646, -2.3313], [0.1597, 0.3410, 0.0226], [0.6537, 1.0683, 1.1718], [-0.2636, 0.4613, -2.2165], [0.0451, 0.7977, 2.0498], [1.6339, 0.5918, 1.3865], [0.7702, 2.1496, 1.0402], [-0.6229, -2.2471, -0.4074]],
  "forces_ev_per_a": [[0.244, 0.627, -0.236], [0.129, 0.224, -0.165], [-0.262, -0.545, 0.028], [-0.207, -0.229, 0.498], [-0.136, 0.048, -0.147], [0.113, 0.587, -0.029], [0.140, 0.111, -0.070], [-0.026, 0.118, 0.044], [0.011, -0.223, 0.045], [-0.005, -0.717, 0.033]],
  "fmax_ev_per_a": 0.72,
  "homo_ev": [-18.53, -18.61],
  "e_tot_ev": -22522.77395,
  "charge": 2,
  "multiplicity": 5
}

{
  "formula": "C3H7ClN",
  "method": "ωB97M-V/def2-TZVPD",
  "symbols": ["C", "C", "C", "N", "Cl", "H", "H", "H", "H", "H", "H", "H"],
  "positions_angstrom": [[0.2322, -2.3421, 0.1354], [0.0005, -1.5180, 1.0973], [-0.7328, 0.7858, -0.5711], [0.3383, 1.8089, -0.4523], [0.0300, -0.8260, 2.6032], [0.5945, -3.2853, 0.4002], [0.3002, -2.0855, -0.8912], [-0.9973, 0.3584, -1.4840], [-1.5313, 0.9425, 0.2492], [1.1401, 1.6881, -0.9709], [0.6897, 1.7556, 0.4680], [-0.0641, 2.7176, -0.5839]],
  "forces_ev_per_a": [[0.445, 0.157, 0.812], [-0.398, 2.903, -0.476], [-1.020, 0.008, 3.865], [-2.743, -0.762, 0.678], [-0.101, -0.908, -0.498], [0.425, -1.848, 0.290], [-0.458, 0.261, -0.718], [0.022, -0.260, -1.457], [1.488, -0.231, -1.720], [2.052, -0.452, -2.354], [0.276, 0.105, 1.858], [0.013, 1.027, -0.280]],
  "fmax_ev_per_a": 4.00,
  "homo_ev": [-11.79, -14.01],
  "e_tot_ev": -17224.55032,
  "charge": 1
}

{
  "formula": "C8H5AuI2NO5",
  "method": "ωB97M-V/def2-TZVPD",
  "symbols": ["Au", "O", "C", "C", "C", "N", "C", "C", "C", "O", "O", "C", "O", "O", "H", "H", "H", "I", "C", "I", "H", "H"],
  "positions_angstrom": [[0.3407, -1.7153, 0.2597], [0.6650, 4.3957, -0.1295], [0.6233, 3.0458, 0.1264], [-0.3665, 2.4723, 0.8611], [-0.4079, 1.0810, 0.9461], [0.4732, 0.2881, 0.2956], [1.3993, 0.9034, -0.5070], [1.5263, 2.2758, -0.5912], [2.1107, -0.1082, -1.4543], [2.8490, 0.3174, -2.3187], [1.8583, -1.3855, -1.2276], [-1.4828, 0.2817, 1.5898], [-2.5138, 0.7289, 2.0134], [-1.2292, -1.0147, 1.6648], [0.3402, 5.0096, 0.5654], [-1.2185, 3.0822, 1.2340], [2.3081, 2.6661, -1.1330], [-2.5476, -3.0151, -1.3423], [-1.5575, -4.6667, -0.3475], [0.5855, -4.3908, -0.0118], [-1.6510, -5.4504, -1.0750], [-2.1049, -4.8013, 0.5818]],
  "forces_ev_per_a": [[0.047, -2.503, -0.247], [0.333, -0.687, 0.597], [0.477, 2.713, -1.091], [-2.105, -0.994, 1.041], [0.710, -0.067, -0.652], [0.433, 3.635, -0.528], [-0.651, -1.662, -0.054], [-1.042, -2.052, 1.342], [0.991, 1.606, -0.056], [-0.857, -0.883, 0.851], [0.284, 0.728, -0.311], [-0.527, 0.526, 0.506], [0.106, -0.247, 0.025], [-0.295, 0.268, 0.270], [-0.014, -0.965, -0.381], [0.824, -0.647, 0.039], [1.414, 1.008, -1.425], [0.534, -0.283, 0.365], [-0.254, 1.018, -0.485], [-0.997, 0.286, 0.054], [0.117, -0.564, 0.150], [0.474, -0.236, -0.009]],
  "fmax_ev_per_a": 3.70,
  "homo_ev": [-13.08, -13.33],
  "e_tot_ev": -39987.45554,
  "charge": 1,
  "multiplicity": 3
}

{
  "formula": "C24H28N2O6S",
  "method": "ωB97M-V/def2-TZVPD",
  "symbols": ["C", "C", "O", "C", "C", "C", "C", "C", "C", "H", "H", "C", "H", "H", "C", "N", "C", "O", "C", "H", "H", "S", "O", "O", "C", "C", "C", "O", "C", "N", "C", "C", "C", "C", "C", "C", "H", "O", "C", "H", "H", "H", "H", "H", "H", "C", "H", "H", "H", "H", "H", "H", "H", "H", "H", "H", "H", "H", "H", "H", "H"],
  "positions_angstrom": [[-0.7619, -1.6578, 2.9624], [0.5906, -1.2302, 3.5257], [1.1980, -0.2009, 2.7765], [1.8322, -0.4911, 1.6057], [1.9961, -1.7559, 1.0582], [2.6792, -1.9061, -0.1395], [3.2091, -0.8201, -0.8165], [3.0588, 0.4409, -0.2469], [2.3854, 0.6045, 0.9412], [2.2640, 1.5795, 1.3845], [3.4730, 1.3073, -0.7383], [3.9370, -1.0049, -2.1217], [4.9889, -0.7339, -1.9956], [3.8951, -2.0550, -2.4200], [3.3629, -0.1387, -3.2500], [1.9788, -0.4440, -3.5316], [0.9821, 0.4016, -3.2240], [1.1360, 1.4879, -2.7105], [-0.3957, -0.0912, -3.6507], [-1.1677, 0.4238, -3.0871], [-0.5441, 0.0876, -4.7150], [-0.6595, -1.8804, -3.4534], [0.3030, -2.5719, -4.2836], [-2.0495, -2.1544, -3.7021], [-0.3060, -2.3039, -1.7098], [-1.0339, -1.3495, -0.8627], [-2.3061, -1.3940, -0.3579], [-2.5107, -0.2359, 0.3172], [-1.3644, 0.4744, 0.1801], [-0.4672, -0.1550, -0.5180], [-1.2132, 1.7866, 0.7647], [-0.1849, 2.6091, 0.3140], [-0.0285, 3.8585, 0.8877], [-0.8792, 4.2865, 1.8874], [-1.9209, 3.4676, 2.3309], [-2.0873, 2.2123, 1.7652], [-2.8771, 1.5491, 2.0813], [-2.7089, 3.9889, 3.3121], [-3.7799, 3.2158, 3.7951], [-4.2664, 3.8270, 4.5537], [-3.4299, 2.2844, 4.2523], [-4.4989, 2.9841, 3.0026], [-0.7664, 5.2571, 2.3443], [0.7642, 4.5082, 0.5493], [0.4543, 2.2612, -0.4810], [-3.3859, -2.4042, -0.4664], [-3.5204, -2.6746, -1.5128], [-3.1355, -3.3037, 0.0957], [-4.3114, -1.9911, -0.0752], [0.7662, -2.2042, -1.5685], [-0.6393, -3.3301, -1.5844], [1.7515, -1.3406, -3.9467], [3.9510, -0.2913, -4.1607], [3.3994, 0.9165, -2.9740], [2.8091, -2.9033, -0.5409], [1.6019, -2.6367, 1.5416], [0.4531, -0.7967, 4.5210], [1.2624, -2.0933, 3.6176], [-1.4219, -0.7960, 2.9057], [-0.6503, -2.0717, 1.9628], [-1.2105, -2.4078, 3.6089]],
  "forces_ev_per_a": [[0.393, 0.197, 0.009], [-0.271, -0.310, 0.185], [0.064, 0.203, -0.227], [0.208, 0.050, -0.084], [-0.192, -0.046, 0.357], [0.176, 0.179, -0.039], [0.021, -0.268, -0.099], [-0.070, -0.088, 0.136], [-0.022, -0.085, 0.169], [-0.009, 0.133, 0.062], [0.027, 0.143, -0.085], [-0.077, 0.252, -0.098], [0.049, -0.083, -0.071], [0.075, -0.022, 0.020], [0.232, 0.000, 0.108], [0.387, -0.257, -0.024], [-0.024, -0.167, -0.167], [-0.124, 0.386, 0.027], [-0.121, -0.508, 0.504], [0.019, 0.027, 0.042], [-0.038, -0.140, -0.083], [-0.154, -0.362, -0.058], [0.249, -0.008, -0.020], [-0.220, 0.220, 0.160], [-0.188, 0.569, -0.807], [-1.159, 0.034, 0.741], [0.844, -0.498, -0.554], [-0.192, 0.204, 0.184], [0.701, -0.700, -0.657], [0.033, 0.667, 0.357], [-0.087, 0.581, 0.252], [-0.200, -0.277, -0.022], [-0.079, 0.029, 0.112], [-0.167, -0.040, 0.130], [0.153, 0.062, -0.106], [-0.107, 0.019, 0.108], [-0.086, -0.018, 0.062], [0.259, 0.134, -0.136], [-0.161, -0.115, 0.069], [0.001, -0.084, -0.046], [-0.013, 0.020, -0.031], [0.035, -0.008, 0.026], [0.018, 0.119, 0.043], [0.071, 0.070, -0.038], [0.095, -0.030, -0.124], [0.037, 0.166, 0.082], [-0.079, -0.025, -0.009], [-0.054, -0.051, 0.051], [-0.104, -0.052, -0.005], [0.029, -0.063, 0.006], [0.001, -0.130, -0.216], [-0.001, 0.151, -0.039], [-0.027, 0.105, 0.075], [0.075, -0.092, -0.112], [0.012, -0.068, -0.066], [-0.069, -0.044, 0.094], [0.072, -0.123, -0.111], [-0.007, 0.118, 0.023], [-0.110, 0.073, 0.002], [-0.054, -0.060, -0.114], [-0.070, -0.091, 0.055]],
  "fmax_ev_per_a": 1.38,
  "homo_ev": -8.14,
  "e_tot_ev": -51443.12333,
  "smiles": "CCOc1ccc(CCNC(=O)CS(=O)(=O)Cc2nc(-c3cccc(OC)c3)oc2C)cc1"
}

{
  "formula": "C6H10S",
  "method": "ωB97M-V/def2-TZVPD",
  "symbols": ["C", "C", "C", "C", "C", "C", "H", "H", "H", "H", "H", "H", "H", "H", "H", "H", "S"],
  "positions_angstrom": [[-1.8967, -0.6572, 0.1891], [-1.7373, 0.9653, -0.3483], [-0.2484, 1.5732, 0.0897], [0.4550, 0.4698, 0.6104], [0.3591, -0.6529, -0.5115], [-0.6370, -1.6325, 0.0607], [-2.4375, -0.5378, 1.2856], [-2.5882, -1.1879, -0.4915], [-2.0536, 1.1272, -1.3855], [-2.6274, 1.2915, 0.2680], [-0.2924, 2.4913, 0.7506], [0.2082, 1.9227, -0.8198], [0.3509, 0.0060, 1.5898], [0.0172, -0.2677, -1.3108], [-0.8308, -2.4671, -0.5507], [-0.3678, -1.6974, 1.1623], [2.0534, -0.0672, -0.0649]],
  "forces_ev_per_a": [[-1.384, 0.906, -0.219], [-0.720, -1.531, 2.830], [-3.826, 2.995, -0.330], [2.490, -3.676, -1.407], [2.875, -1.097, 7.764], [0.662, 3.022, 2.980], [1.753, -0.768, -2.733], [-0.491, 0.855, 0.511], [0.651, -0.249, 0.112], [1.266, 0.682, -0.674], [-0.334, -1.034, -0.530], [0.308, 0.047, -0.406], [-0.441, 0.732, -0.057], [-1.765, 2.744, -5.982], [-0.239, -1.323, -0.119], [-0.034, -1.560, -1.545], [-0.771, -0.745, -0.196]],
  "fmax_ev_per_a": 8.35,
  "homo_ev": -8.80,
  "e_tot_ev": -17215.60456,
  "smiles": "C1CC[C@@H]2S[C@H]2C1"
}